(1)
The following is a DFT calculation (ωB97M-V with the def2-TZVPD basis set) of a structure of composition C29H24N13OS4Sr in a non-equilibrium geometry.

The geometry in XYZ format:
```
72
Properties=species:S:1:pos:R:3:forces:R:3:mulliken_charge:R:1
H 4.77666 -2.81640 0.90707 0.0980 -0.0916 0.0913 0.473
N -3.50933 3.16964 0.63769 -0.3652 0.6382 0.1187 -1.147
H 2.26048 -3.30486 2.65171 -0.1811 0.0241 -0.0709 0.274
H 2.05293 -0.51185 2.03224 0.2887 -0.0699 0.3214 -0.310
C -2.75840 -2.41851 0.71475 -0.1283 0.2243 0.1198 0.195
C 2.71035 -1.37517 1.88133 -0.1222 0.1159 -0.4546 -0.531
C 4.80383 -2.19017 -1.14895 -0.0718 0.0845 0.0845 -0.485
N 2.71552 -0.52831 -0.39598 -0.3548 0.2476 0.2553 0.698
N -3.14166 1.02034 0.55097 -0.8399 -0.6872 -0.0115 -0.568
N 1.99003 4.07429 -5.18936 -0.5242 -0.2454 -0.4180 -0.698
C -4.24592 -4.29202 2.11233 0.0674 -0.0003 0.0162 -0.759
S -2.62546 1.10692 4.11487 -0.0662 -0.6598 -0.7386 -0.116
H -1.99500 0.99642 -4.69547 -0.0564 -0.0115 -0.0354 0.466
C 0.78492 -2.77541 1.35237 0.0383 -1.1254 0.4125 0.505
C -3.01860 -3.65570 0.15333 -0.0654 -0.0458 -0.0698 -0.766
N 1.59081 2.21603 -0.04309 0.1560 0.5370 -0.1768 0.726
C -1.10943 0.87020 -2.74417 -0.1794 0.0006 -0.2223 -0.572
H -2.19704 -1.66829 0.17473 -0.0439 -0.1186 0.0300 0.388
N -4.01546 1.96676 0.72176 1.4741 0.2606 -0.0674 1.236
C 4.20365 -1.34640 -2.07248 -0.0124 -0.0110 0.0866 -0.997
C 1.71588 2.61325 -1.31416 0.9267 0.6831 -0.0464 -0.242
H 4.24843 3.75296 1.30598 0.0503 -0.0113 0.1289 0.491
C 0.73593 2.14695 -2.28398 -0.1947 0.2258 -1.1533 -0.732
N -1.53793 -0.52549 2.45723 0.7173 -0.2684 -0.1475 -0.178
C -1.25785 0.52814 3.15845 -0.8231 -0.1924 0.4229 0.261
H -1.49582 3.69011 0.28382 0.1890 0.1681 0.0005 0.598
C 1.79693 3.53698 -3.99228 1.0552 0.7758 -0.2148 0.941
H -5.79294 2.55998 1.26752 0.2963 -0.1269 0.0408 0.336
S 3.33309 4.96104 -5.15679 -0.4316 -0.5430 0.7555 0.191
H -3.92531 -5.57896 0.43422 -0.0628 -0.0420 -0.0936 0.422
S 0.22316 1.30022 3.09611 1.1143 0.8652 0.6407 -0.431
C 2.76682 3.47188 -1.70879 -0.1097 -0.3732 0.6151 0.299
N -0.17290 1.24450 -1.89323 0.1400 0.2000 -0.2672 0.071
H 0.61947 -4.70886 2.31708 0.0515 -0.0455 0.0239 0.402
H 4.53669 4.50156 -1.07202 0.0249 0.0807 -0.0012 0.563
S -5.25958 -0.22970 3.45984 -0.5943 -0.0629 0.4845 -0.331
C 3.55763 3.45179 0.53634 -0.0136 0.0112 -0.2001 -1.148
C -3.61904 -0.14731 3.36494 0.1687 0.4172 -0.0117 -0.034
H -4.82909 -5.01598 2.65984 -0.0550 -0.0791 0.0375 0.402
C 3.16907 -0.53167 -1.64180 0.3081 -0.1126 -0.3251 -0.138
H 2.68467 0.14935 -2.32887 -0.0581 0.0255 -0.1078 0.257
C 0.08815 -4.08349 1.60604 -0.0561 0.1612 -0.0141 -0.971
H 3.50108 -1.36853 2.63295 -0.1839 0.0264 -0.0013 0.773
C 4.34149 -2.17861 0.15466 -0.0956 0.2048 -0.1105 -1.021
C -3.74835 -4.60102 0.85580 0.0031 -0.0195 -0.0132 -0.541
H -0.03392 -4.61916 0.66781 0.0125 -0.0006 -0.0772 0.257
C 0.74623 2.64471 -3.60857 -0.4981 -0.4550 0.3581 0.488
N -5.32105 1.74282 0.89627 -1.5297 -0.2890 -0.3743 -0.570
C 3.29100 -1.33017 0.49063 0.4659 -0.3081 -0.0093 0.648
H 5.62053 -2.83829 -1.42949 0.0417 -0.0375 -0.0776 0.431
H -5.51389 0.87442 1.40473 0.3270 0.2966 0.0835 0.180
N 1.93112 -2.59273 2.01978 0.1009 0.0881 0.4066 0.033
C -3.97926 -3.06505 2.69206 0.1215 0.0034 -0.0205 -0.390
H 4.52929 -1.32566 -3.10030 0.0087 0.0472 -0.0853 0.464
N -1.99111 1.61669 0.35308 -0.4451 0.6376 -0.0770 0.724
C -1.20072 1.34314 -4.05322 0.0466 -0.0239 0.0184 -1.060
N -2.82322 -0.92864 2.61132 -0.5092 0.4083 0.7790 0.294
C 2.81512 3.91110 -3.06827 -0.1422 0.2983 -1.1822 0.961
C -0.24898 2.23165 -4.50011 0.0860 -0.1206 0.3278 -0.647
H -0.90889 -3.87199 1.98666 -0.0582 0.0063 0.0415 0.080
H 2.31905 2.31739 1.86381 -0.0470 -0.0809 0.0950 0.409
O 0.34341 -1.93326 0.57323 0.3078 -1.3005 -0.1278 -0.994
C -2.23066 2.92301 0.40648 -0.1982 -0.0108 0.0012 -0.693
H -4.36442 -2.83975 3.67364 0.0668 0.0519 0.0612 0.502
H -2.64547 -3.88758 -0.83316 0.0324 0.0056 -0.0992 0.458
C 3.71528 3.87239 -0.76272 -0.2438 -0.1722 0.0333 -0.675
H -0.23658 2.61393 -5.50970 -0.0585 0.0180 -0.0771 0.574
Sr 0.09257 0.29593 0.45160 -0.0083 0.0921 0.0537 1.783
C -3.21374 -2.13502 1.99703 -0.0997 -0.5765 -0.4301 0.108
H -1.84395 0.16920 -2.36434 -0.0318 -0.0700 -0.0383 0.548
N 3.72829 4.70102 -3.61490 0.3966 0.1848 0.3970 -0.683
C 2.47144 2.63330 0.84212 0.3776 0.2732 0.3058 -0.480
```
Positions in Å, forces in eV/Å.

Values from the calculation:
DFT total energy = -3530.00924 hartree
Net charge = +1
2S+1 = 1
Frontier orbital gap = 0.23990 Eh
ΔE to the lowest compared entry with this formula, charge and spin = 18.3 kcal per mole
Highest occupied orbital energy = -9.8 eV

***

(2)
The following is a DFT calculation (ωB97M-V with the def2-TZVPD basis set) of a structure of composition C29H24N3O9Sn in a non-equilibrium geometry.

The geometry in XYZ format:
```
66
Properties=species:S:1:pos:R:3:forces:R:3:mulliken_charge:R:1
C 2.82974 -1.05342 3.35823 0.9035 0.5964 1.7573 -1.370
C 0.74519 2.10932 2.06646 -2.2921 -0.9966 -0.6788 0.062
H 3.30459 -1.50952 -3.64850 -0.5389 -0.1032 0.1218 0.468
C -6.02747 3.64791 -3.19008 -0.2803 0.4396 0.1356 -0.408
C 4.03461 -2.93726 1.47486 -0.4127 0.3899 1.1099 -0.853
N 2.74437 0.88657 -1.84055 0.4766 -0.3162 -0.0166 -0.489
C 2.64934 -3.93168 -0.63754 -0.7512 -0.6973 -0.4226 -0.096
C -2.95288 -1.02999 2.57626 1.0200 0.2073 -0.8568 0.341
H -0.50999 1.87296 -3.68484 0.2177 0.3328 0.2102 0.312
O -2.66725 3.01747 5.44310 -1.8117 -1.0641 0.3654 -0.564
C 0.42413 1.64672 -3.16648 -0.5400 0.8589 0.0509 -0.022
C -1.01034 2.55132 3.86128 -0.9837 0.0849 0.8340 -0.514
O 4.63193 -5.16611 -1.26947 0.1486 -0.1300 1.0443 -0.473
H -7.12899 3.81761 -1.33992 0.0521 -0.0832 -0.0309 0.416
H -2.82482 2.59553 -3.45093 0.5927 -0.2309 -0.0867 0.323
H 3.91555 -0.94823 3.27253 -0.2481 -0.3740 0.1052 0.402
O 0.92577 -1.15060 2.17331 -0.1100 -0.1664 -0.5644 -0.574
H 3.67489 -4.83856 -3.00664 -0.6900 0.6673 -0.6449 0.271
H 4.51612 -2.68810 2.38130 0.5874 0.5670 0.7293 0.334
O 1.58013 -2.23657 -2.74946 -0.1609 -0.6680 -0.7682 -0.662
N -1.27335 0.69672 2.44381 1.6142 0.4342 -0.7289 0.193
C -2.21480 2.16957 4.47504 1.2032 2.1440 0.5462 1.294
C 2.12843 -1.51460 2.17380 -0.5079 -0.4566 -1.0557 1.245
C -4.78921 3.36558 -3.77285 -0.1434 -0.6686 -0.7278 -0.467
H 0.73789 3.55432 -2.05061 -0.2619 -0.1324 -0.2559 0.387
H 2.44271 -0.07340 3.63497 -0.0904 0.0107 -0.1042 0.314
C 1.07363 2.55844 -2.31116 0.7085 -1.0974 0.1678 -0.544
C 4.60928 -3.88612 0.74130 0.5036 -1.2980 -2.1885 -1.143
C 2.04573 -2.89216 0.10896 -0.0053 0.3727 0.2645 0.380
C 0.92018 0.38022 -3.33908 0.5152 -1.1487 -0.1871 -0.476
H 1.99109 -4.36053 -1.37243 0.2276 0.0375 -0.4865 0.257
C -0.59115 1.77555 2.84747 1.6396 -0.3011 -1.2613 -0.191
C 2.12510 0.07594 -2.66155 -0.4247 -1.9179 -0.9566 0.219
C -2.87037 1.05381 4.09632 -1.8897 -0.5683 0.6539 -0.539
C 2.76716 -2.38877 1.22000 -0.8222 0.3523 0.3840 -0.265
O -2.21601 -1.63714 1.73014 0.9201 0.3692 -0.3627 -0.668
H 0.39083 -0.41997 -3.94959 0.8629 1.2591 0.9199 0.248
O 0.85748 1.43023 0.99483 0.2170 -0.3773 0.1059 -0.184
C 3.96839 -5.67260 -2.41415 -0.3959 0.2018 0.8897 -0.701
C -3.89594 2.85744 -1.58889 0.0174 -0.7125 -0.4943 -0.601
H 1.12752 -2.17089 -1.86986 0.2547 -0.2333 -0.2030 0.433
H -4.66520 3.41708 -4.88862 -0.1405 0.0079 1.2967 0.311
O 1.42147 3.01621 2.47611 1.0334 0.9528 0.6562 -0.729
H 3.35451 -1.51209 -1.87937 -0.4852 0.0327 -0.4530 0.096
C -5.28660 3.10741 0.43165 0.1681 0.0167 -2.4602 -0.129
H -3.56789 2.66235 5.69796 1.4149 0.7949 -0.1806 0.302
C -6.18007 3.56196 -1.79689 -0.7508 0.4324 -1.1990 -0.465
H 3.09752 -6.25810 -2.09337 0.1554 -0.0451 -0.3860 0.310
C -5.11856 3.18312 -1.01817 0.4226 0.0193 0.9515 0.514
H -0.47468 3.43356 4.15105 0.1885 0.1780 0.1225 0.591
C 2.66763 -1.37687 -2.75331 0.3879 1.4451 0.6789 -0.241
C -3.73972 2.87004 -2.98204 -1.0154 1.0592 0.7230 -0.167
O -4.01869 -1.43524 2.97018 -1.2041 0.2879 1.0850 -0.717
O 0.92634 -2.39800 -0.26461 -0.2797 -0.1159 0.2100 -0.941
C 3.91661 -4.36837 -0.40575 0.3391 0.3225 -0.4662 1.092
Sn -0.46590 -0.51548 0.59091 -0.3273 0.0666 0.1872 1.008
H -3.83208 0.76990 4.55112 0.5448 -0.0646 -0.2618 0.350
C -2.35027 0.33683 3.06148 -1.1698 -2.1728 -0.3842 -0.136
H -6.89705 3.98221 -3.79443 0.8158 -0.3038 0.3944 0.319
N -5.51876 3.00441 1.53767 -0.2252 -0.0334 1.8335 -0.430
H 5.59458 -4.29191 0.85174 0.3960 0.0565 0.5770 0.428
H -3.16308 2.47802 -0.89534 0.5356 0.0377 -0.2650 0.792
C 2.22130 2.07470 -1.65996 -0.3108 2.2223 1.4176 -0.145
H 2.70465 2.67098 -0.82082 -0.6807 -0.5315 -1.3411 0.339
H 2.51892 -1.73003 4.17818 0.5148 0.2115 -0.2023 0.325
H 4.66576 -6.23974 -3.00480 0.3511 -0.4603 0.1523 0.232
```
Positions in Å, forces in eV/Å.

Values from the calculation:
DFT total energy = -2175.37569 hartree
Net charge = -1
2S+1 = 1
Frontier orbital gap = 0.28410 Eh
ΔE to the lowest compared entry with this formula, charge and spin = 16.7 kcal per mole
Highest occupied orbital energy = -5.5 eV

***

(3)
The following is a DFT calculation (ωB97M-V with the def2-TZVPD basis set) of a structure of composition C29H24N8O4PS5Sc.

The geometry in XYZ format:
```
72
Properties=species:S:1:pos:R:3:forces:R:3:mulliken_charge:R:1
S -0.74092 -0.12156 -2.39421 -0.1340 -0.0589 -0.1448 -0.312
C 3.53877 5.72673 -4.44805 -0.0239 -0.0244 0.0179 -0.433
H -6.72922 0.43287 -0.39316 -0.0015 0.0077 -0.0032 0.414
N 1.61229 3.28912 3.07460 -0.0173 0.0094 -0.0018 -0.363
C 1.30740 5.19171 -3.66190 -0.0300 0.0466 -0.0232 -0.343
O 4.53185 2.12656 -1.92352 0.0198 -0.0288 0.0212 -0.735
H 3.31951 0.24912 1.04981 0.0149 0.0056 0.0037 0.341
H -2.97310 -4.28571 1.73508 -0.0033 0.0093 0.0020 0.441
S -2.95277 2.03397 -2.25171 0.1368 0.0126 -0.1128 -0.105
C 1.85723 4.10484 -3.02011 -0.0163 -0.0630 0.0494 0.127
C 3.99678 -4.17133 2.79593 -0.0123 0.0350 0.0038 -0.651
C 4.08202 4.62699 -3.78355 0.0357 0.0231 -0.0196 -0.478
C -0.61027 -3.31006 -1.16179 -0.0168 -0.0567 0.0530 -0.317
H 3.03606 -2.24387 2.85627 0.0116 -0.0074 0.0120 0.336
C 3.21453 3.82464 -3.07856 0.0243 -0.0435 0.0399 -0.059
N 2.22522 2.14627 -1.80076 -0.0436 -0.0939 -0.1857 0.232
N -2.93756 -0.12116 -0.90122 -0.0096 0.0383 -0.0216 -0.621
C -6.26162 -1.16020 2.56415 0.0172 0.0127 -0.0261 -0.472
C -6.21751 -0.00757 0.44886 -0.0128 0.0124 -0.0174 -0.462
C 1.80820 2.59393 1.95826 -0.0834 -0.0645 0.0403 0.570
N 3.15038 1.16638 0.65209 0.0075 -0.0209 -0.0612 -0.409
H -3.59773 -4.79860 -0.59848 0.0083 -0.0040 -0.0033 0.395
H 5.14051 4.40532 -3.82005 -0.0045 0.0115 -0.0077 0.481
C 2.17616 6.00475 -4.38845 0.0261 -0.0257 0.0108 -0.571
S 0.87543 -0.68627 1.86189 -0.1339 0.0419 -0.0557 -0.571
N -0.44376 2.33451 1.35482 -0.1512 -0.0057 0.0426 0.639
H 3.80674 2.34163 2.26121 -0.0055 -0.0020 0.0129 0.166
C 3.45821 2.59417 -2.23699 -0.0804 0.0751 0.0189 0.253
C 1.27483 3.03386 -2.16684 -0.1402 -0.0154 0.0020 0.673
C -4.15419 -0.55191 1.57569 0.0364 -0.0057 0.0227 -0.040
C -2.24655 0.51167 -1.78249 -0.0918 0.0122 0.0436 0.305
H -2.08601 -4.17384 -2.45135 0.0019 -0.0011 0.0065 0.417
N -4.06139 0.58804 -0.55212 -0.0424 -0.0160 0.0448 0.562
H 0.04393 -3.00943 -1.96864 -0.0122 -0.0008 -0.0091 0.498
C -6.92701 -0.59548 1.48565 -0.0065 -0.0068 0.0163 -0.618
H 4.18709 6.37668 -5.02095 -0.0055 0.0057 -0.0027 0.402
C 2.45179 -4.63775 0.53226 0.0171 0.0328 0.0101 -0.491
H 3.38800 -6.56137 0.47588 -0.0012 0.0015 -0.0006 0.394
O 0.11929 2.87558 -1.75174 0.0049 0.0615 0.0075 -0.527
C -1.11648 -3.36780 1.19657 -0.0006 0.0227 -0.0282 -0.650
H 0.24715 5.40022 -3.60566 0.0065 0.0018 -0.0030 0.522
N 3.02774 2.12918 1.65659 0.0157 0.0136 -0.0046 -0.321
H -0.85268 -3.11380 2.21636 -0.0074 -0.0013 0.0013 0.400
H 1.78675 6.86590 -4.91514 0.0040 0.0009 -0.0011 0.412
C 4.09088 -5.38096 2.12561 0.0094 -0.0159 0.0010 -0.424
C -1.80839 -3.96101 -1.42720 0.0291 0.0155 -0.0205 -0.728
C -4.26022 1.80037 -1.13649 0.0199 -0.1967 0.0758 0.255
H 4.76310 -6.14855 2.48704 -0.0007 0.0027 -0.0021 0.377
C -4.83339 0.01618 0.50667 0.0179 0.0135 -0.0270 0.152
H 2.30059 3.29003 3.80656 0.0050 -0.0027 -0.0033 0.192
C 3.13214 -3.18806 2.33358 -0.0233 -0.0186 -0.0142 -0.346
H -6.82259 -1.61672 3.36935 0.0033 -0.0004 0.0003 0.383
C -0.26705 -3.01004 0.14989 -0.0181 0.0039 -0.0477 0.513
C -4.87364 -1.13992 2.60315 -0.0143 -0.0069 0.0043 -0.725
H 4.59200 -3.99349 3.68235 -0.0016 -0.0016 -0.0027 0.386
O -1.09025 1.62817 0.57128 0.1013 0.2029 0.0757 -0.124
S 2.13130 -1.37007 -1.10990 0.1298 0.0229 -0.1508 -0.503
C -2.30699 -4.01797 0.92517 -0.0064 0.0019 0.0344 -0.593
H -3.07233 -0.54025 1.58443 -0.0009 0.0049 -0.0016 0.505
H 0.66720 3.58955 3.26849 0.0151 0.0062 0.0179 0.219
C 2.36187 -3.41830 1.20077 -0.0088 0.0696 0.1279 0.474
C 3.31835 -5.61427 0.99469 -0.0149 0.0041 -0.0133 -0.657
C -2.65522 -4.30932 -0.38808 -0.0113 -0.0023 -0.0173 -0.474
P 1.26378 -2.13258 0.54555 -0.0366 -0.1213 -0.2265 0.880
O -0.92693 2.95676 2.27610 0.0503 0.0099 0.0117 -0.733
H 1.84225 -4.82061 -0.34462 0.0057 -0.0092 0.0015 0.353
S -5.45267 2.91119 -0.86988 -0.0756 0.0571 0.0231 -0.356
H -8.00833 -0.61436 1.44475 0.0035 0.0022 -0.0018 0.367
H 3.84450 1.43240 -0.04431 0.0310 -0.0173 0.0102 0.329
H -4.34541 -1.58119 3.43901 -0.0015 0.0017 -0.0043 0.418
N 0.87097 2.31485 1.05314 -0.0527 -0.0334 -0.3855 0.099
Sc 0.78941 0.86125 -0.72161 0.5445 0.0598 0.7853 0.331
```
Positions in Å, forces in eV/Å.

Values from the calculation:
DFT total energy = -4951.70826 hartree
2S+1 = 1
Frontier orbital gap = 0.24380 Eh
ΔE to the lowest compared entry with this formula, charge and spin = 6.6 kcal per mole
Highest occupied orbital energy = -7.3 eV